# 1
A structure of composition C27H35AsBiN4O7, computed with ωB97M-V/def2-TZVPD.

Structure (XYZ):
```
75
Properties=species:S:1:pos:R:3:forces:R:3
O 0.4791 -0.0318 -3.4533 3.412 0.288 -0.190
H 1.1322 0.2455 -4.1279 -1.661 0.124 -0.434
Bi 0.8482 0.1955 0.1439 -0.800 -0.615 0.084
N 1.5152 -1.9317 -1.2469 -2.068 -2.322 1.421
N -0.5346 -2.0347 0.3011 -0.173 -1.005 -0.079
N 0.7358 2.6475 0.0931 -2.596 1.761 1.421
N -1.2094 1.1620 0.9440 -1.544 2.052 0.937
O 2.0784 -1.8320 -2.4803 0.844 0.618 -1.237
O 1.5877 3.3486 -0.5600 0.479 -0.381 -0.150
O -2.2916 0.3822 1.2955 0.499 -0.432 0.138
O -1.5093 -2.0161 1.1707 0.169 -0.006 -0.244
C -0.1682 -3.2179 -0.1849 -0.035 2.065 1.510
C 1.0443 -3.1543 -0.9765 0.746 1.328 -1.314
C -0.2564 3.2893 0.7587 2.660 -0.899 -1.218
C -1.3139 2.4605 1.2782 0.628 -3.199 -0.454
C 1.6173 -4.3858 -1.6310 0.088 -0.356 -0.445
H 1.4739 -4.3505 -2.7302 0.007 0.020 0.555
H 1.1879 -5.3393 -1.2517 0.241 0.840 -0.209
H 2.7115 -4.4224 -1.4754 -0.505 0.139 -0.041
C -0.9573 -4.4166 0.1608 -0.041 -0.454 0.101
H -2.0346 -4.2048 0.0442 0.500 -0.076 0.158
H -0.7705 -4.7067 1.2083 -0.243 0.013 -0.229
H -0.6705 -5.2405 -0.4884 -0.193 -0.121 0.106
C -0.1903 4.7566 0.9093 -0.335 0.591 -0.007
C -2.4124 3.0057 2.1299 -0.180 -0.095 -0.406
H 0.5460 5.2102 0.2587 0.083 -0.240 -0.269
H 0.1019 5.0424 1.9122 -0.005 -0.014 0.455
H -1.1446 5.2325 0.7097 -0.212 0.084 -0.017
H -3.2229 2.2695 2.1970 0.228 0.363 0.021
H -2.7591 3.9440 1.6751 -0.065 -0.244 0.332
H -2.0227 3.2170 3.1390 -0.126 0.063 -0.388
H 1.9615 2.1028 -1.3775 0.578 0.701 0.132
H -1.9721 -0.6277 1.2329 -0.210 0.582 0.121
C -0.9022 0.1280 -3.4311 -0.642 -0.208 -1.266
H -1.3147 -0.8601 -3.6618 -0.524 0.570 -0.789
H -1.2869 1.0322 -3.9583 0.226 -1.017 0.205
H -1.0523 0.1921 -2.4033 -1.027 0.700 1.892
O 2.1652 1.1285 -1.5541 0.244 -0.147 -0.850
H 1.4652 -1.1230 -2.8530 0.955 -1.171 0.137
H 1.6200 0.8637 -2.3178 0.263 0.094 0.084
O 1.6843 0.0170 2.0599 -0.318 -0.234 0.287
As 1.4270 -0.4168 3.7187 -0.416 0.476 -2.035
C -0.4682 -0.3758 4.1897 1.041 0.370 0.375
C -1.1112 -1.5736 4.4719 0.174 -0.479 0.037
C -2.4223 -1.5466 4.9449 0.161 0.154 -0.200
C -3.0667 -0.3231 5.1330 0.173 0.228 -0.119
C -2.4009 0.8828 4.8711 0.575 -0.446 -0.258
C -1.0775 0.8622 4.4031 -0.468 0.016 0.280
C 2.1413 -2.1855 3.7023 0.442 0.379 0.667
C 3.2331 -2.4196 4.5434 -0.542 -0.512 -0.165
C 3.7391 -3.7175 4.6077 0.172 0.182 0.022
C 3.1951 -4.7290 3.8107 -0.072 0.013 0.025
C 2.1398 -4.4565 2.9304 0.041 0.471 0.113
C 1.6119 -3.1597 2.8603 -0.093 -0.405 0.113
C 2.4833 1.0337 4.3836 -0.284 -0.083 0.534
C 3.4996 1.5694 3.5787 0.021 -0.262 0.088
C 4.2535 2.6215 4.0879 -0.158 -0.117 0.067
C 3.9669 3.1472 5.3482 -0.261 -0.188 0.287
C 2.9148 2.6334 6.1120 -0.225 -0.214 -0.187
C 2.1493 1.5732 5.6250 0.403 -0.173 -0.128
H -0.5620 -2.5218 4.3419 -0.532 0.520 0.092
H -2.9259 -2.4836 5.1581 -0.005 0.162 -0.005
H -4.0969 -0.2975 5.4894 0.298 -0.035 -0.062
H -2.8919 1.8356 5.0275 -0.039 -0.107 0.042
H -0.5248 1.7969 4.2480 -0.245 -0.393 -0.018
H 3.6283 -1.6038 5.1476 0.047 -0.308 -0.030
H 4.5600 -3.9141 5.2977 -0.187 -0.128 -0.282
H 3.5949 -5.7448 3.8853 -0.162 0.399 -0.051
H 1.7035 -5.2409 2.3113 0.223 0.167 0.154
H 0.7868 -2.9238 2.1795 0.275 -0.130 0.325
H 3.7014 1.1669 2.5793 -0.097 0.144 0.565
H 5.0766 3.0128 3.4999 -0.126 0.053 0.067
H 4.5677 3.9544 5.7583 -0.080 -0.101 -0.140
H 2.6625 3.0196 7.0902 0.191 0.216 -0.029
H 1.3165 1.1281 6.1832 0.410 0.369 -0.008
```
Positions in Å, forces in eV/Å.

Output
Kohn-Sham gap (spin up / spin down) in eV: 6.8216 / 6.8193
Net charge: +1
HOMO energy (spin up / spin down) in eV: -10.1 / -10.1

***

# 2
A cluster of 3 separate species, C3H3NO2 in total, computed with ωB97M-V/def2-TZVPD.

Structure (XYZ):
```
9
Properties=species:S:1:pos:R:3:forces:R:3
C 0.3890 0.2577 1.8515 0.001 -0.257 -0.137
O 0.2907 -0.6990 1.1224 0.035 0.490 0.379
C 0.3061 -1.7937 -1.4687 -0.789 -1.201 -0.016
O -0.4035 -2.6756 -1.3840 0.826 1.010 -0.103
C -0.4743 1.1547 -1.4758 -0.369 0.408 -0.889
N -0.8654 1.5881 -2.4706 0.361 -0.345 0.957
H -0.1176 0.7195 -0.5639 -0.080 0.040 -0.213
H -0.4578 0.9505 2.0191 0.059 -0.072 -0.013
H 1.3328 0.4978 2.3700 -0.045 -0.073 0.036
```
Positions in Å, forces in eV/Å.

Output
Kohn-Sham gap in eV: 11.0639
Net charge: 0
HOMO energy in eV: -11.1
ΔE to the lowest compared entry with this formula, charge and spin in kcal/mol: 60.1

***

# 3
A structure of composition C9H12N16ReS, computed with ωB97M-V/def2-TZVPD.

Structure (XYZ):
```
39
Properties=species:S:1:pos:R:3:forces:R:3
Re 0.1668 0.2456 -0.5973 1.146 1.461 -0.056
N 2.2509 2.8619 -1.7427 0.967 -1.250 -0.902
C 2.5528 1.5698 -2.0748 -0.419 0.422 0.248
N 3.5143 1.2170 -2.8298 1.162 -0.524 -0.804
N 3.4664 -0.1554 -2.8800 0.566 0.233 -0.527
N 2.5225 -0.6259 -2.2091 0.095 -0.078 0.041
N 1.8742 0.4475 -1.6320 -2.106 0.130 0.955
C 1.2504 3.1766 -0.9412 -1.080 0.507 1.043
N 1.0154 4.3869 -0.4909 -0.483 -0.257 0.124
N -0.0756 4.2545 0.2842 -0.056 -0.581 -0.078
N -0.4957 3.0366 0.3179 -0.027 0.511 0.384
N 0.3423 2.2772 -0.4602 0.260 -0.113 -0.270
H 2.8271 3.6100 -2.0986 0.250 0.047 -0.138
C -0.9937 1.4994 4.3962 0.026 -0.006 0.012
C -1.8260 1.3360 3.1856 -0.010 0.078 -0.005
N -3.0743 1.6443 3.0506 -0.061 -0.018 -0.010
N -3.4036 1.3450 1.7590 -0.223 0.084 0.008
C -2.3947 0.8591 1.0782 0.669 -0.020 0.054
S -2.2091 0.3413 -0.5512 -0.482 -0.090 -0.203
N -1.3795 0.8224 1.9719 -0.481 -0.113 -0.278
N -0.0972 0.4265 1.5666 0.270 -0.345 0.527
H -1.6118 1.9299 5.1806 0.000 -0.002 -0.007
H -0.1589 2.1785 4.2086 -0.010 0.005 -0.006
H -0.6081 0.5402 4.7463 -0.001 0.003 0.000
H -4.3438 1.5337 1.4271 0.078 -0.007 0.043
H 0.5639 1.1556 1.8698 -0.125 -0.023 -0.126
H 0.1462 -0.4397 2.0644 -0.026 0.090 -0.062
N -1.2350 -4.4432 -2.9636 -0.061 -0.105 -0.034
C -0.4618 -3.8191 -2.0752 0.086 0.001 0.063
C -0.6215 -2.4488 -1.7783 0.078 0.078 0.088
N 0.1940 -1.8528 -0.9038 0.000 -0.233 0.045
C 1.1516 -2.5771 -0.2953 -0.014 0.078 0.024
C 1.2667 -3.9287 -0.5866 -0.008 -0.027 0.079
N 0.4849 -4.5394 -1.4512 -0.075 0.070 -0.078
H -1.9645 -3.9770 -3.4734 0.024 -0.013 -0.011
H -1.0793 -5.4257 -3.1297 -0.005 0.023 -0.014
H -1.4066 -1.8597 -2.2333 0.035 0.002 -0.040
H 1.8288 -2.0749 0.3842 0.017 -0.023 -0.080
H 2.0215 -4.5281 -0.0929 0.022 0.001 -0.009
```
Positions in Å, forces in eV/Å.

Output
2S+1: 4
Kohn-Sham gap (spin up / spin down) in eV: 5.9647 / 5.4365
Net charge: +2
HOMO energy (spin up / spin down) in eV: -15.3 / -15.2
ΔE to the lowest compared entry with this formula, charge and spin in kcal/mol: 15.2

***

# 4
A cluster of 4 separate species, C31H61ClNO7 in total, computed with ωB97M-V/def2-TZVPD.

Structure (XYZ):
```
101
Properties=species:S:1:pos:R:3:forces:R:3
C 0.5053 -7.5248 10.4188 -0.088 0.614 -0.655
C 0.2248 -7.5798 8.8409 0.468 -3.856 -0.892
O 0.2845 -8.7139 8.3045 -0.437 4.398 1.441
O -0.0536 -6.4161 8.0475 -0.408 -1.188 1.472
C -1.4827 -6.3265 7.7657 -1.646 -0.862 -0.415
C -1.8130 -5.7284 6.3209 1.216 0.145 -0.227
C -1.0073 -4.3706 5.9935 -0.530 0.050 -0.173
C -1.9686 -3.0671 5.8846 1.641 0.257 -0.991
C -1.4395 -2.2365 4.5878 0.162 0.314 1.352
C -2.1466 -0.8068 4.4707 -0.824 -0.785 -0.306
C -1.5616 0.1573 3.3303 -0.213 0.686 0.755
C 0.0213 0.0704 3.1114 0.030 0.645 -0.537
C 0.4814 0.7553 1.7121 0.260 0.766 0.779
C 2.0165 0.5492 1.3040 1.624 0.087 2.949
C 2.9195 0.4823 2.7569 2.881 1.700 -0.611
C 4.5076 1.0060 2.5851 -4.628 2.873 2.238
O 3.3281 1.8181 3.3197 -1.750 -3.683 -1.320
C 0.0883 2.3157 1.5002 -0.204 -0.260 -1.381
C -0.1069 2.3371 -0.0906 0.565 -0.200 -1.347
C -0.6587 3.6543 -0.8052 0.316 -0.342 -0.361
C -0.4337 3.5661 -2.3993 1.667 -1.007 -0.885
O 0.5122 2.9583 -2.9456 -2.813 1.554 2.224
C -0.7584 0.9143 -0.4246 1.652 1.322 2.782
N -0.3546 0.1493 0.5953 -2.463 0.290 -3.677
Cl -0.8944 -1.4995 0.4371 0.814 0.538 0.726
H 0.9515 -8.5217 10.7748 -0.672 1.603 -0.910
H 1.2226 -6.6628 10.6115 -1.028 -1.077 0.007
H -0.4786 -7.3693 10.9824 1.365 0.025 -0.867
H -2.0170 -5.7431 8.5936 0.861 -0.635 -1.089
H -1.8771 -7.4082 7.7689 0.351 1.656 0.058
H -1.4826 -6.5112 5.5438 -0.643 1.092 1.239
H -2.9308 -5.5117 6.1708 1.594 -0.631 0.552
H -0.4631 -4.5226 4.9888 -0.831 0.310 1.528
H -0.2066 -4.1522 6.7746 -1.027 -0.470 -1.010
H -1.7578 -2.4027 6.7918 -0.793 -0.938 -1.152
H -3.0685 -3.3248 5.7512 1.411 0.333 0.384
H -0.3147 -2.0690 4.7793 -1.607 -0.364 -0.378
H -1.5516 -2.9083 3.6750 0.059 1.081 0.949
H -3.2477 -1.0118 4.1853 1.620 0.425 0.493
H -2.2057 -0.3014 5.5052 0.456 -0.732 -1.634
H -1.7779 1.2378 3.6785 0.271 -1.619 -0.665
H -2.1904 0.0030 2.3941 1.083 0.077 1.009
H 0.4506 -0.9829 3.0880 -0.783 1.251 0.150
H 0.5022 0.6481 3.9862 -0.473 -0.934 -1.534
H 2.2460 -0.4227 0.7574 -0.470 1.287 0.540
H 2.4662 1.4736 0.7901 -0.887 -1.569 0.505
H 2.7186 -0.4319 3.4969 0.521 2.382 -1.625
H 5.1347 1.0843 3.5400 -0.013 -1.179 -2.214
H 4.5232 1.8192 1.7886 1.309 -2.003 0.422
H -0.9056 2.6224 1.9806 1.585 -0.563 -0.396
H 0.9446 3.0443 1.7247 -1.291 -1.308 0.158
H 0.9388 2.2198 -0.5751 -1.454 0.048 0.684
H 0.0156 4.5227 -0.4533 -1.163 -1.224 -0.466
H -1.7497 3.8929 -0.5763 1.480 -0.307 -0.296
H -1.1716 4.1138 -3.0759 0.656 -0.434 0.966
H -1.4132 0.5893 -1.3092 1.228 0.270 1.566
C 6.0854 -2.7222 -1.6471 0.065 0.245 -0.126
C 4.5861 -2.9179 -1.7874 0.174 -0.144 0.071
O 3.8289 -1.7772 -1.4014 -0.271 0.170 0.229
C 4.0450 -0.5900 -2.1541 -0.042 -0.081 -0.103
C 3.6805 -0.7315 -3.6215 0.127 -0.177 -0.108
H 6.3358 -2.3536 -0.6488 -0.048 -0.113 -0.036
H 6.6113 -3.6637 -1.8195 -0.060 0.061 0.021
H 6.4618 -1.9927 -2.3687 0.040 -0.096 0.001
H 4.2758 -3.7300 -1.1249 -0.149 0.197 0.005
H 4.3210 -3.2267 -2.8035 0.049 0.046 -0.029
H 5.0766 -0.2441 -2.0348 0.025 -0.017 -0.064
H 3.4058 0.1778 -1.7073 0.000 -0.147 0.134
H 4.3647 -1.4091 -4.1381 -0.024 0.100 -0.010
H 3.7290 0.2376 -4.1228 -0.010 -0.049 0.045
H 2.6722 -1.1389 -3.7322 0.032 0.092 0.041
C 2.3134 4.1350 -6.1221 0.091 -0.077 -0.221
C 0.8217 4.3758 -5.9715 0.068 0.127 -0.040
O 0.3192 5.3721 -6.8498 -0.089 0.104 0.132
C 0.4382 5.1051 -8.2404 -0.115 0.006 -0.083
C -0.3281 3.8717 -8.6859 0.081 -0.229 0.156
H 2.8647 5.0775 -6.0687 -0.081 -0.058 0.071
H 2.6740 3.4679 -5.3356 -0.051 0.045 -0.023
H 2.5477 3.6737 -7.0846 0.018 -0.032 0.083
H 0.6264 4.7341 -4.9576 -0.095 0.123 -0.167
H 0.2572 3.4443 -6.0866 0.050 -0.077 -0.020
H 1.4923 5.0405 -8.5284 0.008 -0.079 -0.009
H 0.0283 5.9773 -8.7562 0.045 0.026 0.242
H 0.1158 2.9586 -8.2804 -0.005 0.006 -0.099
H -0.3218 3.7903 -9.7749 -0.007 0.025 0.072
H -1.3638 3.9136 -8.3386 0.044 0.087 -0.081
C -3.2947 2.9090 -5.2130 -0.169 0.082 -0.098
C -3.7707 1.8665 -4.2168 -0.023 0.132 -0.063
O -4.5092 2.4147 -3.1337 0.266 -0.058 0.270
C -5.7212 3.0804 -3.4688 -0.252 0.001 0.016
C -6.7460 2.1733 -4.1265 0.149 -0.142 -0.215
H -2.7742 3.7230 -4.7011 0.014 -0.073 -0.058
H -2.6183 2.4592 -5.9433 -0.023 0.034 0.059
H -4.1307 3.3501 -5.7607 0.084 -0.042 -0.018
H -2.8957 1.3792 -3.7754 -0.105 0.013 0.145
H -4.3472 1.0798 -4.7135 0.002 0.032 -0.057
H -5.5158 3.9588 -4.0886 -0.002 -0.036 -0.063
H -6.1359 3.4537 -2.5287 0.237 -0.080 0.013
H -6.4212 1.8613 -5.1224 -0.096 0.052 0.014
H -7.7012 2.6910 -4.2343 0.076 -0.023 0.027
H -6.8976 1.2675 -3.5339 -0.033 0.117 0.031
```
Positions in Å, forces in eV/Å.

Output
Kohn-Sham gap in eV: 6.9610
Net charge: +1
HOMO energy in eV: -11.3

***

In Ha, the calculated total energy values for the records above are, in order, -4245.4310; -321.2818; -1702.0469; -2258.7830.